No. 1
DFT (ωB97M-V with the def2-TZVPD basis set) results for C35H50As3N4O3PtS2 as an isolated structure.

Summary:
total charge	+1
lowest unoccupied orbital energy	-3.0	eV
HOMO level	-10.0	eV

```
98
C35H50As3N4O3PtS2 | OMol25 | ωB97M-V with the def2-TZVPD basis set
Pt -0.14768 -0.54756 -0.52901
C 2.40240 -0.25705 2.16072
As 0.77178 -1.11799 1.57434
C -0.31936 -0.83771 3.14839
C 1.39678 -2.94760 1.67566
C 0.41255 -4.10279 1.49466
C 1.10508 -5.34654 2.07071
C 0.19833 -4.34070 0.00615
As -0.42834 -2.87897 -1.12913
C 0.35761 -3.47576 -2.78199
C -2.30075 -3.22072 -1.42515
C -0.91115 -3.83722 2.22074
As -2.05799 -5.39094 2.68922
C -3.20200 -5.49723 1.09982
C -3.30350 -4.31324 3.75072
H 2.74785 -0.80106 3.04081
H 2.22157 0.77618 2.43602
H 3.13883 -0.30706 1.36302
H 0.13300 -1.36844 3.98794
H -1.33819 -1.17203 2.99226
H -0.32159 0.23055 3.36237
H 1.87806 -3.02013 2.65602
H 2.19411 -3.00388 0.92745
H 2.12191 -5.42763 1.68120
H 0.57146 -6.26186 1.81274
H 1.15891 -5.29410 3.15977
H -0.50037 -5.16573 -0.15586
H 1.14768 -4.63440 -0.45088
H 0.16378 -4.54913 -2.81860
H 1.42720 -3.27924 -2.77524
H -0.08617 -2.96351 -3.62583
H -2.44447 -4.27283 -1.66764
H -2.60977 -2.59732 -2.26273
H -2.88022 -2.95541 -0.54522
H -1.51439 -3.09265 1.68462
H -0.69140 -3.41497 3.20752
H -2.69052 -5.99465 0.27676
H -3.54284 -4.51209 0.78333
H -4.07114 -6.09951 1.36384
H -2.82103 -3.99778 4.67504
H -4.17074 -4.91988 4.00696
H -3.63539 -3.43463 3.19460
N -0.52364 5.13031 -5.98111
C -0.36084 3.89585 -5.40401
C 0.70202 3.06673 -5.78281
C 0.88694 1.83967 -5.18356
C 0.02888 1.42439 -4.16783
C -1.05072 2.22293 -3.80865
C -1.24558 3.44587 -4.41656
S 0.19979 -0.18385 -3.49567
O -1.03288 -0.42080 -2.66199
O 0.41049 -1.08119 -4.59740
N 1.28569 -0.33617 -2.34124
C 2.53262 0.21730 -2.36024
N 3.15868 0.25852 -1.16700
C 4.39005 0.75543 -1.17073
C 5.01427 1.23404 -2.30974
C 4.26938 1.16387 -3.47537
N 3.04601 0.65603 -3.51659
H -0.02362 5.33297 -6.82842
H -1.40768 5.59587 -5.88000
H 1.37409 3.38666 -6.56955
H 1.69313 1.19512 -5.49936
H -1.74699 1.87309 -3.06181
H -2.09745 4.05688 -4.14278
H 4.89909 0.78174 -0.21071
H 6.01661 1.63345 -2.28971
H 4.66990 1.52941 -4.41545
O -0.00032 1.75715 -1.00702
S 0.02924 3.04424 -0.21114
C 0.86282 2.61071 1.32296
C 1.51293 3.79364 1.97476
C 0.85054 4.49750 2.97519
C 1.43975 5.60881 3.56026
C 2.69757 6.02140 3.14780
C 3.36604 5.32051 2.15264
C 2.77568 4.21251 1.56731
C -1.66102 3.39852 0.38115
C -2.41032 2.28206 1.04431
C -2.91251 1.22475 0.28850
C -3.64550 0.21461 0.89503
C -3.89677 0.25567 2.25962
C -3.40963 1.31117 3.01764
C -2.66691 2.31525 2.41337
H 1.59214 1.89270 0.94387
H 0.14950 2.10043 1.97174
H -0.12782 4.16828 3.30672
H 0.91885 6.14834 4.33989
H 3.16027 6.88545 3.60515
H 4.34847 5.64007 1.83197
H 3.29460 3.66871 0.78581
H -2.16756 3.73973 -0.52324
H -1.54125 4.26195 1.03991
H -2.75435 1.20118 -0.78272
H -4.03693 -0.59137 0.28811
H -4.48693 -0.52246 2.72773
H -3.61982 1.36056 4.07823
H -2.30890 3.14896 3.00664
```



No. 2
DFT (ωB97M-V with the def2-TZVPD basis set) results for C35H50BN8OPdS3Se as an isolated structure.

Summary:
total charge	+3
lowest unoccupied orbital energy (spin up / spin down)	-11.6 / -11.2	eV
HOMO level (spin up / spin down)	-16.3 / -16.4	eV

```
100
C35H50BN8OPdS3Se | OMol25 | ωB97M-V with the def2-TZVPD basis set
Pd 0.20381 -0.05965 0.03816
C 1.42328 -4.88074 -0.22406
C 1.46085 -3.83315 -1.29232
C 2.24989 -3.92856 -2.40124
C 2.31797 -2.86950 -3.34107
N 1.58688 -1.79227 -3.18728
N 0.78197 -1.70969 -2.12524
B -0.13680 -0.46436 -1.96750
N -1.59527 -0.85803 -2.24439
N -1.78578 -1.59573 -3.34697
C -3.01020 -1.95336 -3.64074
C -4.09523 -1.56700 -2.80195
C -3.88914 -0.81100 -1.68662
C -4.97566 -0.38241 -0.74824
C -2.54462 -0.45591 -1.43096
S -2.10750 0.49361 -0.04777
C -3.25099 -2.79148 -4.87752
C -3.88637 -4.12715 -4.45231
C -4.20886 -2.03499 -5.81142
C -1.94062 -3.08150 -5.61043
N 0.28904 0.78775 -2.81701
N 0.34543 0.59770 -4.13826
C 0.53565 1.63975 -4.92146
C 0.61903 2.94128 -4.38105
C 0.62255 3.14030 -3.03087
C 0.76437 4.49584 -2.40668
C 0.46338 1.98487 -2.23220
S 0.48040 2.14371 -0.50578
C 0.71070 1.43082 -6.41259
C 0.47836 -0.02466 -6.80079
C 2.14967 1.84534 -6.76710
C -0.28576 2.32045 -7.17648
C 0.69971 -2.64831 -1.16492
S -0.32120 -2.33603 0.20494
C 3.20915 -2.93521 -4.57536
C 4.34804 -3.94249 -4.40046
C 3.80398 -1.54606 -4.84126
C 2.30324 -3.36766 -5.74321
H 2.19458 -5.62888 -0.38946
H 0.45295 -5.38193 -0.20803
H 1.56505 -4.43085 0.75930
H 2.85792 -4.81022 -2.55210
H -5.09628 -1.89549 -3.05057
H -5.94819 -0.72950 -1.08748
H -5.00673 0.70652 -0.66080
H -4.79265 -0.77992 0.25313
H -4.86211 -3.99453 -3.98146
H -3.23697 -4.66725 -3.75999
H -4.02842 -4.74845 -5.33623
H -5.19411 -1.88630 -5.36612
H -4.34604 -2.61437 -6.72417
H -3.80373 -1.05867 -6.08797
H -1.25310 -3.65050 -4.98149
H -1.44510 -2.15727 -5.90878
H -2.15305 -3.66367 -6.50652
H 0.69317 3.79233 -5.04597
H 0.98704 5.24783 -3.16008
H 1.55954 4.50135 -1.65873
H -0.15750 4.78229 -1.89652
H 1.11476 -0.69639 -6.22719
H 0.69421 -0.15745 -7.86077
H -0.56186 -0.30259 -6.62599
H 2.88019 1.21376 -6.25387
H 2.34607 2.88991 -6.51360
H 2.30246 1.73158 -7.84041
H -1.31212 2.12595 -6.85896
H -0.21391 2.09687 -8.24042
H -0.08077 3.38505 -7.05268
H 4.92809 -3.74398 -3.49552
H 5.02586 -3.86098 -5.24978
H 3.99144 -4.97304 -4.37471
H 4.47508 -1.25796 -4.02633
H 3.01802 -0.79487 -4.92779
H 4.38052 -1.56392 -5.76610
H 1.99593 -4.40963 -5.63167
H 2.84339 -3.27500 -6.68640
H 1.40470 -2.75228 -5.79355
Se 3.12409 0.38090 -0.00763
C 3.88530 1.62855 -1.08874
C 3.72788 1.55392 -2.50161
C 4.39800 2.45078 -3.29575
C 5.18739 3.45060 -2.70926
C 5.31325 3.55639 -1.32020
C 4.68400 2.64511 -0.50561
H 3.11775 0.76989 -2.93711
H 4.33579 2.37768 -4.37408
H 5.71879 4.14875 -3.34460
H 5.91568 4.34435 -0.88851
H 4.79269 2.69632 0.57014
C 1.57541 -1.80254 5.27752
N 1.84377 -1.32972 3.92104
C 0.96654 -0.74182 3.11155
N -0.31834 -0.65584 3.50210
O 1.34193 -0.29400 1.98624
H 2.51850 -1.89209 5.80710
H 1.08606 -2.77625 5.27074
H 0.95771 -1.08819 5.82102
H 2.78196 -1.39734 3.56531
H -0.62832 -0.96839 4.40572
H -0.94847 -0.09700 2.95643
```



Here are the calculated max |F| numbers, same order: 0.0228, 0.0328 (hartree/bohr).
Here are the calculated electronic energy numbers, same order: -256636.5982, -153061.5645 (eV).